(1)
13
Properties=species:S:1:pos:R:3 method="wB97M-V/def2-TZVPD" e_tot_ha=-190.6659 lumo_ha=-0.3059 spin_multiplicity=1 orbital_gap_ev=6.72 charge=+1 e_homo_ev=-15.04 e_above_lowest_ev=5.6703
C 0.781 -0.151 0.499
N 0.400 -1.631 0.297
C 0.872 0.533 -0.770
N -1.748 1.131 0.098
H -0.108 0.341 1.192
H 1.590 -0.227 1.222
H -0.085 -1.517 -0.619
H 1.255 -2.094 -0.024
H 1.706 1.256 -1.042
H 0.546 -0.089 -1.599
H -2.433 0.432 0.040
H -2.200 2.037 0.011
H -0.752 1.069 -0.319



(2)
41
Properties=species:S:1:pos:R:3 method="wB97M-V/def2-TZVPD" e_tot_ha=-1069.5060 lumo_ha=0.0847 spin_multiplicity=1 orbital_gap_ev=9.39 charge=-1 e_homo_ev=-7.09 e_above_lowest_ev=4.9254
O -3.727 1.223 2.099
H -1.003 -0.150 0.529
O 0.398 -2.240 -0.307
H -3.501 1.647 1.238
H -1.883 -1.853 -2.811
O 0.569 2.598 0.093
H -2.811 -1.562 -4.194
H 3.436 -2.824 -0.471
O 3.429 -3.317 0.379
H -3.418 -1.900 1.855
H 2.571 -2.954 0.888
O -3.131 -2.781 1.407
H 5.184 -0.715 -1.213
H 2.674 -1.326 -1.324
O 2.453 -0.895 -0.487
H -2.358 0.070 -0.426
H -2.097 2.236 -1.065
O 4.893 -0.015 -0.672
H -2.055 -0.882 4.763
H 1.407 -1.641 -0.228
O -2.095 -2.149 -3.670
H -0.035 2.188 0.817
H -0.313 -0.844 -1.137
O -2.348 0.008 4.343
H -3.194 -0.042 4.084
H 1.171 1.800 0.071
O 2.366 4.387 1.296
H 1.616 4.298 0.608
H 3.048 3.733 1.149
O -2.982 1.807 -0.803
H 4.008 -0.361 -0.253
H 0.351 -0.818 -2.543
O -1.951 0.073 0.575
H 2.594 1.045 -1.477
H -3.517 2.416 -1.298
O -0.486 -0.456 -2.107
H -2.723 -2.182 0.769
H -3.120 0.362 1.955
O 2.664 1.878 -1.961
H -0.071 -2.584 0.338
H 3.650 1.890 -2.115



(3)
101
Properties=species:S:1:pos:R:3 method="wB97M-V/def2-TZVPD" e_tot_ha=-3413.2256 lumo_ha=-0.2326 spin_multiplicity=1 orbital_gap_ev=6.84 charge=+2 e_homo_ev=-13.17 e_above_lowest_ev=0.0000
Tl 0.070 -0.252 -0.161
C -1.747 -1.809 2.394
C -0.254 -2.008 2.674
N 0.529 -2.190 1.452
C 0.440 -3.496 0.800
C -0.834 -3.675 -0.020
N -1.116 -2.528 -0.885
C -2.538 -2.196 -0.993
C -3.111 -1.706 0.345
N -2.115 -1.033 1.188
H -2.193 -1.358 3.285
H -2.213 -2.786 2.296
H -0.161 -2.871 3.342
H 0.148 -1.142 3.189
H 1.499 -1.953 1.630
H 0.491 -4.311 1.531
H 1.297 -3.601 0.136
H -1.688 -3.838 0.633
H -0.728 -4.588 -0.614
H -0.716 -2.684 -1.803
H -3.130 -3.051 -1.335
H -2.630 -1.414 -1.743
H -3.544 -2.542 0.896
H -3.942 -1.035 0.125
H -2.421 -0.109 1.459
C 2.296 -1.005 7.682
C 2.106 -0.433 6.307
C 1.058 0.450 6.039
C 0.888 0.996 4.780
C 1.771 0.646 3.765
C 2.827 -0.218 4.006
C 2.984 -0.753 5.276
S 1.558 1.361 2.173
O 2.449 0.652 1.278
O 1.654 2.784 2.289
N 0.025 0.892 1.742
C -0.829 2.024 1.572
C -1.850 2.314 2.431
C -2.577 3.524 2.304
C -2.246 4.431 1.339
C -1.223 4.134 0.404
C -0.795 5.031 -0.605
C 0.202 4.653 -1.458
C 0.704 3.336 -1.374
N 0.333 2.480 -0.459
C -0.559 2.902 0.484
H 1.398 -0.896 8.285
H 3.108 -0.490 8.197
H 2.558 -2.062 7.637
H 0.375 0.721 6.834
H 0.084 1.695 4.592
H 3.523 -0.458 3.214
H 3.813 -1.421 5.474
H -2.040 1.652 3.270
H -3.360 3.749 3.015
H -2.744 5.391 1.292
H -1.256 6.008 -0.683
H 0.586 5.327 -2.211
H 1.427 2.987 -2.105
C 0.910 0.887 -5.466
N 0.025 1.733 -4.667
C -0.246 3.055 -4.958
C -1.190 3.467 -4.095
N -1.491 2.395 -3.268
C -0.711 1.335 -3.611
S -0.759 -0.234 -2.948
C -2.682 2.364 -2.461
C -3.779 3.085 -2.915
C -4.940 3.041 -2.165
C -4.956 2.284 -1.005
C -3.798 1.620 -0.646
N -2.666 1.651 -1.352
H 0.963 1.312 -6.464
H 0.492 -0.115 -5.519
H 1.908 0.846 -5.040
H 0.247 3.576 -5.758
H -1.655 4.427 -3.978
H -3.744 3.641 -3.840
H -5.818 3.582 -2.489
H -5.843 2.204 -0.394
H -3.769 1.048 0.269
C 4.006 -1.250 -0.284
P 2.443 -1.195 -1.205
C 2.787 0.069 -2.454
C 2.388 -2.771 -2.099
C 1.490 -2.950 -3.154
C 1.405 -4.170 -3.805
C 2.202 -5.233 -3.403
C 3.094 -5.066 -2.354
C 3.187 -3.844 -1.703
H 4.792 -1.496 -1.001
H 3.995 -1.994 0.510
H 4.190 -0.277 0.153
H 3.708 -0.162 -2.991
H 2.892 1.029 -1.945
H 1.953 0.117 -3.144
H 0.859 -2.130 -3.478
H 0.719 -4.291 -4.633
H 2.131 -6.187 -3.906
H 3.726 -5.887 -2.042
H 3.893 -3.744 -0.891



(4)
93
Properties=species:S:1:pos:R:3 method="wB97M-V/def2-TZVPD" e_tot_ha=-2709.5406 lumo_ha=0.0000 spin_multiplicity=1 orbital_gap_ev=8.30 charge=0 e_homo_ev=-8.30 e_above_lowest_ev=0.5372
Rb -0.157 0.070 0.106
N 1.902 0.293 2.535
C 2.716 1.467 2.852
C 3.090 2.278 1.612
N 1.930 2.688 0.836
C 2.280 3.181 -0.494
C 2.851 2.165 -1.475
N 1.890 1.115 -1.793
C 1.143 3.706 1.541
C -0.354 3.458 1.440
N -0.788 2.355 2.307
H 2.365 -0.565 2.798
H 1.002 0.333 2.996
H 2.180 2.101 3.560
H 3.646 1.178 3.349
H 3.694 3.149 1.925
H 3.736 1.664 0.983
H 1.366 3.589 -0.937
H 2.993 4.023 -0.422
H 3.182 2.733 -2.355
H 3.749 1.694 -1.069
H 1.093 1.492 -2.299
H 2.303 0.382 -2.355
H 1.401 3.704 2.600
H 1.388 4.709 1.160
H -0.877 4.377 1.722
H -0.602 3.260 0.392
H -1.564 2.644 2.887
H -1.143 1.568 1.779
C -3.119 2.822 -1.251
P -1.507 2.799 -2.134
C -1.161 4.602 -2.250
C -2.047 2.409 -3.851
C -2.477 3.414 -4.720
C -2.872 3.128 -6.016
C -2.856 1.817 -6.467
C -2.441 0.809 -5.614
C -2.025 1.081 -4.311
P -1.510 -0.286 -3.189
C -0.644 -1.434 -4.332
C -3.122 -1.159 -3.027
H -3.862 3.411 -1.791
H -2.977 3.243 -0.254
H -3.482 1.802 -1.115
H -2.034 5.200 -2.516
H -0.368 4.781 -2.978
H -0.808 4.944 -1.276
H -2.502 4.443 -4.389
H -3.196 3.927 -6.671
H -3.167 1.581 -7.477
H -2.442 -0.212 -5.975
H -1.269 -1.792 -5.152
H -0.316 -2.294 -3.746
H 0.242 -0.949 -4.744
H -3.614 -1.279 -3.994
H -3.776 -0.604 -2.354
H -2.951 -2.143 -2.590
N 2.047 -4.217 -1.081
C 0.651 -4.214 -1.052
C 0.004 -5.401 -1.427
C -1.370 -5.441 -1.385
C -2.074 -4.312 -0.978
C -1.339 -3.193 -0.641
N -0.004 -3.129 -0.678
C 2.967 -3.279 -0.627
C 4.286 -3.717 -0.420
C 5.222 -2.807 0.012
C 4.835 -1.488 0.238
C 3.515 -1.162 0.001
N 2.591 -2.025 -0.430
H 2.444 -5.121 -1.272
H 0.580 -6.266 -1.734
H -1.893 -6.348 -1.661
H -3.153 -4.300 -0.917
H -1.840 -2.285 -0.321
H 4.554 -4.753 -0.591
H 6.244 -3.121 0.179
H 5.537 -0.741 0.583
H 3.149 -0.157 0.165
O -4.836 -2.487 3.948
C -3.717 -2.913 4.495
O -3.681 -3.543 5.528
C -2.451 -2.545 3.797
C -1.227 -3.018 4.203
N -0.320 -2.519 3.345
N -0.869 -1.739 2.399
C -2.169 -1.747 2.663
C -3.118 -0.966 1.779
O -4.337 -1.181 1.957
O -2.600 -0.195 0.940
H -4.643 -1.992 3.083
H -0.974 -3.666 5.024
H 0.666 -2.707 3.313



(5)
77
Properties=species:S:1:pos:R:3 method="wB97M-V/def2-TZVPD" e_tot_ha=-6450.0890 lumo_ha=-0.0142 spin_multiplicity=1 orbital_gap_ev=9.18 charge=0 e_homo_ev=-9.57 e_above_lowest_ev=0.8330
Cu -5.420 15.510 -8.396
C 1.241 22.995 -8.313
C 1.072 21.802 -9.204
C 0.227 20.679 -8.590
C -1.169 21.029 -8.035
N -2.036 19.875 -7.506
C -1.481 19.319 -6.198
C -1.614 17.813 -6.233
C -2.483 17.472 -7.479
C -2.263 18.641 -8.412
C -3.449 20.542 -7.360
H 1.320 22.638 -7.286
H 0.372 23.653 -8.328
H 2.113 23.606 -8.548
H 2.026 21.340 -9.459
H 0.683 22.036 -10.195
H 0.846 20.276 -7.788
H 0.186 19.805 -9.240
H -1.776 21.385 -8.868
H -1.085 21.824 -7.295
H -1.981 19.691 -5.304
H -0.464 19.697 -6.095
H -2.197 17.432 -5.395
H -0.720 17.204 -6.372
H -3.532 17.330 -7.220
H -2.378 16.477 -7.913
H -2.922 18.846 -9.256
H -1.232 18.518 -8.741
H -4.120 19.826 -6.886
H -3.895 20.935 -8.274
H -3.385 21.370 -6.655
C -6.088 17.191 -15.958
C -5.784 15.717 -15.541
N -6.252 15.266 -14.274
C -5.659 15.447 -13.002
C -6.556 15.031 -12.047
N -7.675 14.560 -12.705
C -7.489 14.808 -14.073
C -8.875 13.974 -12.145
H -7.064 17.206 -16.442
H -5.404 17.550 -16.728
H -6.043 17.837 -15.081
H -4.705 15.578 -15.607
H -6.296 15.059 -16.244
H -4.667 15.869 -12.937
H -6.527 14.887 -10.977
H -8.107 14.541 -14.918
H -9.199 14.496 -11.245
H -8.744 12.952 -11.789
H -9.704 13.940 -12.852
N -4.430 15.362 -6.332
S -3.862 14.071 -5.812
O -4.861 12.988 -5.644
O -2.578 14.071 -5.172
F -3.316 13.604 -7.224
S -4.855 15.869 -4.738
O -3.883 16.523 -3.943
O -5.879 15.123 -4.021
F -5.651 17.159 -5.204
N -6.159 17.244 -9.611
S -5.853 18.430 -10.387
O -5.275 19.598 -9.759
O -6.687 18.665 -11.509
F -4.594 17.763 -11.031
S -7.753 17.601 -9.190
O -8.760 16.871 -9.946
O -8.161 18.950 -8.770
F -7.774 16.861 -7.757
N -6.422 13.603 -8.973
S -5.599 12.583 -9.613
O -6.095 12.100 -10.854
O -4.783 11.743 -8.740
F -4.455 13.619 -10.083
S -7.629 12.523 -8.471
O -7.243 11.536 -7.387
O -8.729 12.148 -9.389
F -8.385 13.709 -7.609



(6)
69
Properties=species:S:1:pos:R:3 method="wB97M-V/def2-TZVPD" e_tot_ha=-2484.6632 lumo_ha=-0.0508 spin_multiplicity=1 orbital_gap_ev=5.45 charge=0 e_homo_ev=-6.83 smiles="O=[N+]([O-])c1ccc(S(=O)(=O)[C@H](Cl)C(c2cc3c4c(c2)CCN4CCC3)c2cc3c4c(c2)CCN4CCC3)cc1"
O -1.838 3.451 8.595
N -1.151 2.406 8.506
O -0.527 1.924 9.483
C -1.074 1.722 7.246
C -0.304 0.548 7.137
C -0.287 -0.170 5.937
C -0.955 0.312 4.794
S -0.846 -0.579 3.169
O 0.036 -1.708 3.436
O -2.194 -0.799 2.688
C 0.077 0.304 1.736
Cl -0.774 1.824 1.468
C 0.518 -0.470 0.495
C 1.342 0.487 -0.361
C 0.738 1.345 -1.297
C 1.509 2.151 -2.143
C 2.876 2.185 -1.855
C 3.494 1.440 -0.842
C 2.726 0.548 -0.113
C 4.901 1.901 -0.730
C 5.077 2.936 -1.868
N 3.758 3.015 -2.456
C 3.380 3.971 -3.457
C 2.125 3.505 -4.191
C 1.015 3.035 -3.236
C -0.466 -1.370 -0.315
C -0.537 -1.281 -1.725
C -1.395 -2.078 -2.493
C -2.050 -3.086 -1.794
C -1.881 -3.336 -0.424
C -1.101 -2.463 0.327
C -2.680 -4.546 -0.088
C -3.429 -4.904 -1.395
N -2.920 -3.953 -2.356
C -3.300 -3.925 -3.742
C -3.030 -2.560 -4.370
C -1.689 -1.937 -3.946
C -1.782 1.439 4.936
C -1.801 2.179 6.126
H 0.262 0.226 8.012
H 0.255 -1.111 5.908
H 0.987 0.582 2.293
H 1.258 -1.186 0.886
H -0.346 1.302 -1.420
H 3.195 -0.125 0.608
H 5.099 2.390 0.230
H 5.612 1.077 -0.810
H 5.816 2.589 -2.606
H 5.417 3.921 -1.511
H 3.186 4.956 -2.994
H 4.218 4.097 -4.154
H 1.746 4.315 -4.820
H 2.391 2.676 -4.856
H 0.529 3.916 -2.792
H 0.236 2.513 -3.800
H 0.116 -0.612 -2.287
H -0.923 -2.679 1.377
H -3.382 -4.355 0.726
H -2.060 -5.398 0.214
H -4.519 -4.801 -1.282
H -3.261 -5.938 -1.727
H -4.369 -4.163 -3.824
H -2.769 -4.706 -4.314
H -3.058 -2.659 -5.459
H -3.840 -1.878 -4.083
H -0.876 -2.390 -4.528
H -1.694 -0.873 -4.197
H -2.420 1.740 4.109
H -2.366 3.108 6.221



(7)
16
Properties=species:S:1:pos:R:3 method="wB97M-V/def2-TZVPD" e_tot_ha=-1066.7809 lumo_ha=-0.0123 spin_multiplicity=1 orbital_gap_ev=7.77 charge=0 e_homo_ev=-8.10 smiles="CC[C@@H]1C(=O)C1(S)S" e_above_lowest_ev=4.0938
C 2.131 -0.164 -0.041
C 1.016 0.898 0.164
C -0.318 0.500 -0.541
C -1.923 1.225 0.054
O -2.611 2.177 0.042
C -1.535 -0.118 0.125
S -2.461 -1.290 -1.075
S -1.318 -0.889 1.872
H 1.947 -1.091 0.669
H 3.021 0.195 0.278
H 2.349 -0.377 -1.033
H 1.299 1.732 -0.337
H 1.105 1.096 1.256
H -0.319 0.407 -1.663
H -1.407 -2.164 -1.270
H -0.976 -2.138 1.501



(8)
17
Properties=species:S:1:pos:R:3 method="wB97M-V/def2-TZVPD" e_tot_ha=-591.9428 lumo_ha=-0.1333 spin_multiplicity=1 orbital_gap_ev=10.77 charge=+1 e_homo_ev=-14.39 smiles="COP(C)(C)=[NH2+]" e_above_lowest_ev=2.8659
C 1.905 -1.418 -0.018
O 1.554 -0.035 0.142
P -0.336 0.611 0.098
C -0.822 0.323 -1.589
C -1.305 -0.271 1.294
N -0.188 2.205 0.349
H 2.113 -1.480 -1.053
H 1.252 -2.161 0.537
H 2.961 -1.445 0.590
H -0.669 -0.683 -2.029
H -0.129 0.842 -2.269
H -1.841 0.298 -1.780
H -1.070 -0.021 2.252
H -1.280 -1.387 1.273
H -2.326 -0.314 1.042
H -0.475 2.440 1.273
H 0.657 2.497 -0.113



(9)
15
Properties=species:S:1:pos:R:3 method="wB97M-V/def2-TZVPD" e_tot_ha=-702.0991 lumo_ha=-0.1952 spin_multiplicity=1 orbital_gap_ev=8.23 charge=+1 e_homo_ev=-13.54 smiles="C1=[N+]2CCN=C2SC1" e_above_lowest_ev=1.9899
C -1.159 -0.460 -0.814
N -0.136 -0.225 -0.045
C 0.532 0.873 0.556
C 1.861 0.255 1.163
N 1.806 -1.182 0.957
C 0.640 -1.453 0.342
S -0.204 -2.840 -0.145
C -1.381 -1.823 -1.126
H -1.634 0.417 -1.274
H -0.036 1.411 1.363
H 0.654 1.624 -0.182
H 2.918 0.693 0.627
H 1.855 0.406 2.219
H -2.369 -1.954 -1.003
H -1.177 -2.075 -2.194



(10)
19
Properties=species:S:1:pos:R:3 method="wB97M-V/def2-TZVPD" e_tot_ha=-310.8723 lumo_ha=0.0358 spin_multiplicity=1 orbital_gap_ev=8.01 charge=0 e_homo_ev=-7.04 e_above_lowest_ev=5.0871
C -1.190 1.397 1.108
C 0.052 1.067 0.325
C 0.444 1.914 -0.745
O 0.896 0.146 0.847
C 0.189 -0.750 -0.107
C -0.551 -1.852 0.602
C 1.185 -1.202 -1.145
H -0.864 2.017 1.950
H -1.676 0.507 1.507
H -1.898 1.975 0.511
H -0.194 0.601 -0.907
H 1.468 1.881 -1.094
H -0.200 2.736 -1.027
H -1.116 -2.449 -0.123
H 0.147 -2.525 1.122
H -1.256 -1.476 1.348
H 2.083 -1.624 -0.673
H 1.512 -0.369 -1.785
H 0.739 -1.967 -1.789



(11)
10
Properties=species:S:1:pos:R:3 method="wB97M-V/def2-TZVPD" e_tot_ha=-521.3762 lumo_ha=0.1529 spin_multiplicity=1 orbital_gap_ev=8.22 charge=-1 e_homo_ev=-4.06 e_above_lowest_ev=3.3277
H 2.457 0.818 1.413
N 1.615 0.949 0.871
N 0.662 0.254 1.240
O 0.677 -0.597 2.089
O -0.547 0.526 0.756
C -0.851 -0.040 -0.794
C -0.076 -1.133 -1.085
N 0.597 -2.045 -1.294
N -1.778 0.264 -1.584
O -2.758 1.004 -1.613



(12)
15
Properties=species:S:1:pos:R:3 method="wB97M-V/def2-TZVPD" e_tot_ha=-495.3553 lumo_ha=0.0303 spin_multiplicity=1 orbital_gap_ev=10.02 charge=0 e_homo_ev=-9.20 smiles=Cc1n[nH]c(OCF)n1 e_above_lowest_ev=1.4868
C -2.731 -0.545 0.378
C -1.257 -0.367 0.619
N -0.557 -1.219 1.363
N 0.712 -0.921 1.034
C 0.702 0.164 0.184
O 1.945 0.555 -0.057
C 2.327 1.129 -1.295
F 2.591 0.193 -2.252
N -0.506 0.463 -0.173
H -3.117 -1.528 0.572
H -3.128 -0.282 -0.677
H -3.189 0.078 1.154
H 1.419 -1.229 1.713
H 3.351 1.645 -0.956
H 1.439 1.864 -1.608



(13)
14
Properties=species:S:1:pos:R:3 method="wB97M-V/def2-TZVPD" e_tot_ha=-303.7621 lumo_ha=0.0290 spin_multiplicity=1 orbital_gap_ev=8.97 charge=0 e_homo_ev=-8.18 e_above_lowest_ev=3.5377
C 1.636 -0.610 -0.519
C -0.794 -0.514 1.122
C -0.507 -0.085 -0.290
N -1.503 0.544 -0.930
O 1.260 1.138 0.444
N 0.456 -0.583 -1.107
H 1.408 1.881 -0.155
H -2.279 0.937 -0.425
H -1.355 0.776 -1.900
H 2.495 -0.675 -1.186
H 1.800 -0.938 0.505
H -1.150 0.328 1.714
H -1.556 -1.299 1.105
H 0.089 -0.900 1.622